w:
Here is the molecule C5H6N2O3 from the OMol25 dataset. Energies are from ωB97M-V/def2-TZVPD.

The geometry in ORCA input format:
```
! wB97M-V def2-TZVPD RIJCOSX def2/J DEFGRID3
* xyz 0 1
C 2.22 -1.50 -0.10
C 1.35 -0.28 0.09
N 1.67 0.95 -0.05
O 0.67 1.80 -0.17
C -0.48 1.04 -0.11
C -1.60 1.79 0.05
C -0.14 -0.23 0.26
N -1.30 -1.13 -0.06
O -1.31 -2.32 0.00
O -2.36 -0.59 -0.18
H 1.62 -2.24 -0.80
H 2.12 -1.95 0.93
H 3.27 -1.46 -0.31
H -2.33 1.34 0.87
H -1.97 2.04 -0.98
H -1.44 2.74 0.56
*
```

Output
Highest occupied orbital energy (eV): -10.32
SMILES: Cc1noc(C)c1[N+](=O)[O-]
Kohn-Sham gap (eV): 10.1189


x:
Here is the molecule C5H6N2O3 from the OMol25 dataset. Energies are from ωB97M-V/def2-TZVPD.

The geometry in ORCA input format:
```
! wB97M-V def2-TZVPD RIJCOSX def2/J DEFGRID3
* xyz 0 1
O -2.93 0.57 0.34
N -2.08 0.18 -0.44
O -2.16 0.07 -1.62
C -0.72 -0.39 0.36
O -1.16 -1.35 1.36
C 0.22 -1.07 -0.61
C 1.42 -0.55 -0.94
C 1.80 0.74 -0.43
C 1.03 1.28 0.53
N -0.12 0.74 0.94
H -0.60 -2.07 1.07
H -0.19 -1.87 -1.09
H 2.10 -0.97 -1.55
H 2.72 1.28 -0.70
H 1.19 2.25 1.03
H -0.51 1.17 1.75
*
```

Output
Highest occupied orbital energy (eV): -8.45
SMILES: O=[N+]([O-])[C@@]1(O)C=CC=CN1
Kohn-Sham gap (eV): 9.0120


y:
Here is the molecule C5H6N2O3 from the OMol25 dataset. Energies are from ωB97M-V/def2-TZVPD.

The geometry in ORCA input format:
```
! wB97M-V def2-TZVPD RIJCOSX def2/J DEFGRID3
* xyz 0 1
C -0.23 0.32 0.75
C -2.43 0.17 -0.37
C 1.64 0.98 -0.78
C 1.74 -1.24 0.52
C 1.16 0.07 0.11
N -0.35 0.96 1.75
N -1.20 -0.45 -0.08
O -2.32 1.46 -0.17
O -3.42 -0.46 -0.66
O -1.05 -1.67 -0.33
H 2.46 0.77 -1.33
H -3.14 1.92 -0.48
H 1.27 1.88 -1.01
H 1.98 -1.30 1.53
H 1.23 -2.16 0.38
H 2.68 -1.25 0.15
*
```

Output
Highest occupied orbital energy (spin up / spin down) (eV): -9.77 / -9.65
Kohn-Sham gap (spin up / spin down) (eV): 8.6426 / 8.2405


The most stable of them is x.


w:
Here is the molecule C3H4FNO from the OMol25 dataset. Energies are from ωB97M-V/def2-TZVPD.

The geometry in ORCA input format:
```
! wB97M-V def2-TZVPD RIJCOSX def2/J DEFGRID3
* xyz 0 1
N 1.27 -0.60 -2.57
C 0.70 -0.10 -1.71
C -0.02 0.50 -0.64
C 0.27 -0.32 0.81
O 0.09 -1.65 0.70
F 1.56 -0.02 1.17
H -1.09 0.45 -0.81
H 0.30 1.53 -0.48
H -0.40 0.07 1.58
H 0.70 -2.03 0.05
*
```

Output
Highest occupied orbital energy (eV): -11.31
SMILES: N#CC[C@@H](O)F
Kohn-Sham gap (eV): 12.0357


x:
Here is the molecule C3H4FNO from the OMol25 dataset. Energies are from ωB97M-V/def2-TZVPD.

The geometry in ORCA input format:
```
! wB97M-V def2-TZVPD RIJCOSX def2/J DEFGRID3
* xyz 0 1
F -1.52 -0.32 -0.96
C -0.75 0.15 0.18
C 0.00 -1.26 0.16
N 1.21 -1.19 -0.36
O 1.55 0.04 -0.70
C 0.39 1.01 -0.07
H -1.60 0.26 1.02
H -0.50 -2.07 0.69
H 0.82 1.59 0.84
H 0.40 1.78 -0.80
*
```

Output
Highest occupied orbital energy (eV): -9.59
SMILES: F[C@H]1C=NOC1
Kohn-Sham gap (eV): 10.3747


y:
Here is the molecule C3H4FNO from the OMol25 dataset. Energies are from ωB97M-V/def2-TZVPD.

The geometry in ORCA input format:
```
! wB97M-V def2-TZVPD RIJCOSX def2/J DEFGRID3
* xyz 0 1
C 0.93 -0.17 -0.15
C 0.36 -1.34 0.15
C -0.04 0.98 -0.11
N -1.29 0.45 -0.47
O -0.84 -1.68 0.06
F -2.41 0.77 0.38
H 2.06 -0.08 0.04
H 1.00 -2.07 0.44
H 0.05 1.58 0.75
H 0.17 1.56 -1.10
*
```

Output
Highest occupied orbital energy (spin up / spin down) (eV): -8.99 / -9.56
Kohn-Sham gap (spin up / spin down) (eV): 7.0520 / 9.1365


z:
Here is the molecule C3H4FNO from the OMol25 dataset. Energies are from ωB97M-V/def2-TZVPD.

The geometry in ORCA input format:
```
! wB97M-V def2-TZVPD RIJCOSX def2/J DEFGRID3
* xyz 0 1
N 0.64 0.85 2.12
C 0.34 0.14 1.25
C -0.15 -0.61 0.07
F 0.77 -1.56 -0.24
C -0.37 0.11 -1.27
O -1.07 1.26 -1.15
H -1.10 -1.15 0.37
H -0.83 -0.69 -1.80
H 0.57 0.15 -1.72
H -0.43 1.82 -0.65
*
```

Output
Highest occupied orbital energy (eV): -11.27
SMILES: N#C[C@H](F)CO
Kohn-Sham gap (eV): 11.9405


The most stable of them is w.


w:
Here is a 2-piece molecular cluster, C5H6N overall from the OMol25 dataset. Energies are from ωB97M-V/def2-TZVPD.

The geometry in ORCA input format:
```
! wB97M-V def2-TZVPD RIJCOSX def2/J DEFGRID3
* xyz 1 1
C -2.12 1.37 0.55
C -1.13 0.62 0.71
C 0.71 -1.13 1.23
C 1.23 0.04 1.25
C 0.37 -0.37 -1.91
N 0.00 -0.02 0.49
H -2.83 2.19 0.84
H 0.50 -2.11 1.51
H 2.03 0.69 1.27
H 0.41 -1.43 -1.68
H -0.49 0.11 -2.24
H 1.31 0.05 -2.02
*
```

Output
Highest occupied orbital energy (spin up / spin down) (eV): -13.98 / -13.66
Kohn-Sham gap (spin up / spin down) (eV): 8.2568 / 6.8824


x:
Here is an isolated ion of composition C5H6N and charge +1 from the OMol25 dataset. Energies are from ωB97M-V/def2-TZVPD.

The geometry in ORCA input format:
```
! wB97M-V def2-TZVPD RIJCOSX def2/J DEFGRID3
* xyz 1 1
C -0.97 0.78 -0.58
C -1.23 -1.35 0.01
C -2.08 -0.09 -0.29
C -0.95 0.08 0.82
C 1.32 -0.59 -0.19
N -0.11 -0.41 -0.27
H -0.85 1.70 -1.12
H -3.09 0.22 -0.47
H -0.61 0.06 1.88
H 1.47 -1.26 0.62
H 1.80 -1.07 -1.04
H 1.78 0.42 -0.09
*
```

Output
Highest occupied orbital energy (eV): -14.97
Kohn-Sham gap (eV): 11.0601


y:
Here is a 2-piece molecular cluster, C5H6N overall from the OMol25 dataset. Energies are from ωB97M-V/def2-TZVPD.

The geometry in ORCA input format:
```
! wB97M-V def2-TZVPD RIJCOSX def2/J DEFGRID3
* xyz 1 1
C -1.64 -1.87 -0.02
C 2.44 -0.74 0.02
C -0.78 0.42 0.08
C -1.44 1.56 -0.08
C 2.64 0.47 0.06
N -1.22 -0.82 -0.05
H -1.98 -2.89 -0.20
H 0.23 0.29 0.41
H -0.87 2.39 0.17
H -2.47 1.45 -0.49
H 1.93 -1.66 -0.06
H 3.15 1.40 0.15
*
```

Output
Highest occupied orbital energy (eV): -14.22
Kohn-Sham gap (eV): 8.6552


z:
Here is an isolated ion of composition C5H6N and charge +1 from the OMol25 dataset. Energies are from ωB97M-V/def2-TZVPD.

The geometry in ORCA input format:
```
! wB97M-V def2-TZVPD RIJCOSX def2/J DEFGRID3
* xyz 1 1
C 1.27 -1.09 1.21
C 2.16 0.07 -0.47
C 0.88 0.72 -0.82
C -0.17 0.71 0.23
C 0.18 -0.44 1.06
N -1.15 -0.43 0.45
H 1.64 -1.99 1.60
H 1.06 1.57 -1.39
H 0.80 -0.39 -1.29
H -0.50 1.69 0.51
H -2.01 -0.26 0.91
H -1.41 -1.00 -0.46
*
```

Output
Highest occupied orbital energy (spin up / spin down) (eV): -13.49 / -13.49
Kohn-Sham gap (spin up / spin down) (eV): 8.1668 / 8.1663


The most stable of them is y.


w:
Here is a 2-piece molecular cluster, C2H6NO3 overall from the OMol25 dataset. Energies are from ωB97M-V/def2-TZVPD.

The geometry in ORCA input format:
```
! wB97M-V def2-TZVPD RIJCOSX def2/J DEFGRID3
* xyz -1 1
C 2.06 1.05 -0.10
O 1.74 0.19 -1.17
H 1.62 0.71 0.84
H 3.15 1.07 -0.01
H 1.70 2.07 -0.30
H 0.80 -0.11 -1.04
N -2.56 -0.74 0.50
C -1.17 -0.74 0.18
O -0.40 -0.88 1.14
O -0.93 -0.53 -1.03
H -3.15 -0.83 -0.31
H -2.87 -1.26 1.30
*
```

Output
Highest occupied orbital energy (eV): -4.58
Kohn-Sham gap (eV): 8.9718


x:
Here is a 2-piece molecular cluster, C2H6NO3 overall from the OMol25 dataset. Energies are from ωB97M-V/def2-TZVPD.

The geometry in ORCA input format:
```
! wB97M-V def2-TZVPD RIJCOSX def2/J DEFGRID3
* xyz -1 1
O 0.48 -0.92 2.50
C -0.06 -0.63 1.43
O -0.58 -1.35 0.55
C -0.14 0.94 1.05
N -0.14 1.14 -0.40
H -1.09 1.24 1.50
H 0.70 1.46 1.51
H -0.81 0.48 -0.75
H 0.78 0.87 -0.72
H -0.08 -0.44 -2.52
H 0.67 -1.46 -1.64
O 0.26 -1.33 -2.51
*
```

Output
Highest occupied orbital energy (eV): -3.83
Kohn-Sham gap (eV): 8.0695


The most stable of them is w.


w:
Here is a 2-piece molecular cluster, C4H10NOS overall from the OMol25 dataset. Energies are from ωB97M-V/def2-TZVPD.

The geometry in ORCA input format:
```
! wB97M-V def2-TZVPD RIJCOSX def2/J DEFGRID3
* xyz 1 1
C 2.11 0.32 -0.18
C 1.48 -1.08 0.31
C 0.83 1.05 -0.60
C 0.02 -0.88 0.44
N -0.30 0.32 -0.05
O -0.74 -1.83 0.65
S -3.20 -0.09 -0.61
H 2.61 0.85 0.60
H 2.70 0.12 -1.03
H 1.80 -2.00 -0.10
H 1.83 -1.14 1.41
H 0.90 2.12 -0.36
H 0.45 1.10 -1.67
H -4.07 0.84 -1.03
H -1.17 0.71 -0.31
H -1.81 -1.86 0.72
H -3.11 -0.33 -1.90
*
```

Output
Highest occupied orbital energy (eV): -14.30
Kohn-Sham gap (eV): 11.0067


x:
Here is an isolated ion of composition C4H10NOS and charge +1 from the OMol25 dataset. Energies are from ωB97M-V/def2-TZVPD.

The geometry in ORCA input format:
```
! wB97M-V def2-TZVPD RIJCOSX def2/J DEFGRID3
* xyz 1 1
N 0.43 -0.77 1.82
C 0.22 -0.59 0.29
C 1.47 -1.50 -0.19
O 1.97 -2.29 0.58
C 0.32 0.85 -0.11
C -0.80 1.25 -1.28
S -2.48 0.87 -0.80
H 1.02 0.00 2.32
H 0.79 -1.71 1.93
H -0.55 -0.72 2.30
H -0.81 -1.06 0.03
H 1.36 -1.68 -1.28
H 0.17 1.49 0.72
H 1.27 1.03 -0.64
H -0.57 0.81 -2.31
H -0.73 2.37 -1.55
H -3.08 1.65 -1.84
*
```

Output
Highest occupied orbital energy (eV): -12.69
SMILES: [NH3+][C@H](C=O)CCS
Kohn-Sham gap (eV): 8.2585


y:
Here is C4H10NOS as an isolated structure from the OMol25 dataset. Energies are from ωB97M-V/def2-TZVPD.

The geometry in ORCA input format:
```
! wB97M-V def2-TZVPD RIJCOSX def2/J DEFGRID3
* xyz 1 1
C -1.79 -0.46 1.68
C -1.79 -1.34 0.48
C 3.00 0.31 -0.44
C -0.21 0.54 -0.10
N -0.57 -0.53 0.78
O -1.19 0.84 -0.96
S 1.62 -0.68 -1.06
H -2.59 0.31 1.76
H -1.55 -0.77 2.70
H -1.62 -2.39 0.74
H -2.39 -0.89 -0.31
H 2.83 1.30 -0.89
H 3.85 -0.22 -1.01
H 3.13 0.32 0.60
H 0.47 1.34 0.30
H 0.29 -1.13 1.06
H -1.23 1.62 -1.38
*
```

Output
Highest occupied orbital energy (eV): -12.65
Kohn-Sham gap (eV): 8.6478


The most stable of them is w.


w:
Here is a 2-piece molecular cluster, C10H16O overall from the OMol25 dataset. Energies are from ωB97M-V/def2-TZVPD.

The geometry in ORCA input format:
```
! wB97M-V def2-TZVPD RIJCOSX def2/J DEFGRID3
* xyz 0 1
C 2.86 1.28 -0.13
C 1.40 1.29 -0.56
C 1.04 0.91 -1.86
C -0.27 0.77 -2.24
C -1.30 1.07 -1.33
O -2.57 0.81 -1.74
C -0.97 1.47 -0.06
C 0.37 1.67 0.28
H 3.46 0.88 -0.95
H 2.95 0.64 0.74
H 3.21 2.30 0.06
H 1.83 0.66 -2.56
H -0.60 0.39 -3.20
H -3.15 0.67 -0.99
H -1.69 1.71 0.71
H 0.55 2.19 1.21
C -0.50 -1.81 3.12
C 0.12 -2.23 1.79
C -0.17 -3.69 1.37
H -0.71 -2.69 3.73
H -1.42 -1.24 3.06
H 0.19 -1.22 3.71
H -0.14 -1.53 0.99
H 1.20 -2.14 1.88
H -0.41 -4.28 2.24
H -1.07 -3.68 0.77
H 0.63 -4.10 0.77
*
```

Output
Highest occupied orbital energy (eV): -8.45
SMILES: Cc1ccc(O)cc1.CCC
Kohn-Sham gap (eV): 9.2190


x:
Here is the molecule C10H16O from the OMol25 dataset. Energies are from ωB97M-V/def2-TZVPD.

The geometry in ORCA input format:
```
! wB97M-V def2-TZVPD RIJCOSX def2/J DEFGRID3
* xyz 0 1
C 1.49 1.48 1.05
C 1.99 0.59 0.22
C 0.14 1.79 1.54
C -1.08 1.36 0.55
C 0.08 0.13 -1.45
C 1.19 -0.31 -0.63
C -0.89 0.16 -0.27
C -0.31 -0.66 -2.74
C 1.55 -1.75 -0.56
C -1.96 -1.07 1.43
O -1.62 -0.91 0.08
H 2.13 2.13 1.67
H 3.06 0.43 0.37
H 0.04 1.32 2.65
H 0.00 2.84 1.87
H -1.97 1.41 1.14
H -1.23 2.26 -0.11
H 0.18 1.11 -1.74
H 0.14 -0.21 -3.57
H -1.35 -0.48 -2.79
H 0.00 -1.65 -2.65
H 0.76 -2.42 -0.48
H 2.07 -1.82 0.34
H 2.06 -2.11 -1.38
H -2.39 -2.09 1.52
H -2.80 -0.60 1.82
H -1.25 -0.93 2.13
*
```

Output
Highest occupied orbital energy (spin up / spin down) (eV): -6.20 / -6.16
Kohn-Sham gap (spin up / spin down) (eV): 7.0611 / 7.0381


y:
Here is a 2-piece molecular cluster, C10H16O overall from the OMol25 dataset. Energies are from ωB97M-V/def2-TZVPD.

The geometry in ORCA input format:
```
! wB97M-V def2-TZVPD RIJCOSX def2/J DEFGRID3
* xyz 0 1
C -1.99 1.08 -3.04
C -0.61 0.88 -2.46
C -0.33 1.58 -1.26
C 0.85 1.39 -0.60
C 1.86 0.60 -1.23
O 3.02 0.53 -0.50
C 1.59 -0.10 -2.37
C 0.34 0.05 -3.01
H -2.69 0.60 -2.37
H -2.12 0.60 -4.01
H -2.20 2.14 -3.11
H -1.22 1.96 -0.77
H 1.22 1.69 0.37
H 3.66 -0.04 -0.94
H 2.25 -0.88 -2.71
H 0.32 -0.28 -4.03
C -0.28 -1.64 4.06
C 0.18 -0.80 2.85
C -0.86 -0.69 1.76
H -1.10 -1.10 4.55
H 0.54 -1.69 4.76
H -0.70 -2.61 3.81
H 0.61 0.13 3.21
H 1.09 -1.30 2.52
H -1.14 -1.71 1.49
H -1.72 -0.24 2.16
H -0.57 -0.14 0.87
*
```

Output
Highest occupied orbital energy (eV): -8.40
SMILES: Cc1ccc(O)cc1.CCC
Kohn-Sham gap (eV): 9.2459


z:
Here is a 2-piece molecular cluster, C10H16O overall from the OMol25 dataset. Energies are from ωB97M-V/def2-TZVPD.

The geometry in ORCA input format:
```
! wB97M-V def2-TZVPD RIJCOSX def2/J DEFGRID3
* xyz 0 1
C -1.71 1.30 -1.90
C -1.61 1.20 -0.40
C -0.97 0.11 0.18
C -0.95 -0.01 1.58
C -1.60 0.92 2.36
O -1.56 0.88 3.74
C -2.29 1.98 1.80
C -2.26 2.11 0.41
H -2.57 0.73 -2.25
H -0.79 1.05 -2.44
H -1.86 2.35 -2.19
H -0.35 -0.57 -0.37
H -0.44 -0.89 1.97
H -1.07 0.12 4.06
H -2.72 2.74 2.43
H -2.59 3.07 0.03
C 2.59 -0.82 0.18
C 2.14 -2.07 -0.56
C 2.14 -1.93 -2.06
H 3.51 -0.32 -0.15
H 2.71 -1.00 1.25
H 1.90 0.01 0.12
H 2.81 -2.87 -0.24
H 1.19 -2.39 -0.12
H 1.37 -1.24 -2.41
H 3.11 -1.59 -2.41
H 1.90 -2.84 -2.62
*
```

Output
Highest occupied orbital energy (eV): -8.42
SMILES: Cc1ccc(O)cc1.CCC
Kohn-Sham gap (eV): 9.2887


The most stable of them is z.